No. 1
A molecular structure, C28H57Al2BeBrInN2O19S2 in a non-equilibrium geometry, computed with wB97M-V/def2-TZVPD.

Geometry (Å):
C: 3.90 1.05 -4.55
O: -0.62 -0.95 -4.55
C: 3.75 10.10 0.24
H: 1.88 1.83 3.77
H: 0.59 2.06 5.96
O: 5.79 -1.38 7.21
H: 6.31 0.24 -4.12
C: -1.78 -7.21 -2.12
C: 0.47 -1.53 -3.85
H: -2.37 -1.90 0.36
C: 2.44 1.42 -4.30
C: 1.79 -0.84 -4.24
H: 3.94 11.06 3.03
C: -0.76 0.92 -1.31
H: -7.51 0.17 3.21
H: -3.10 -3.14 -0.68
C: 1.18 1.33 3.10
O: -2.84 -6.25 -2.21
H: 2.88 10.25 4.18
H: -7.42 -1.89 4.46
C: -6.52 -0.06 3.61
O: 3.74 -2.56 7.23
H: -0.56 1.44 4.40
C: 0.92 -0.10 6.01
O: 1.12 -1.04 6.73
Al: -2.36 -10.42 -3.11
H: 2.27 1.65 -3.25
H: 0.57 -2.60 -4.05
H: 2.40 -0.82 -3.33
H: -1.67 -2.67 -4.14
C: -1.79 -1.59 -4.26
H: 2.23 2.33 -4.86
H: -0.53 -10.73 -4.52
H: -4.89 -1.00 5.91
H: 1.74 0.57 2.56
Be: 4.21 7.35 -2.76
O: 4.75 -1.91 5.14
H: 2.27 -1.43 -5.03
C: -0.58 -6.40 -2.56
H: -0.64 0.20 3.17
O: 3.75 -0.29 6.55
H: 0.19 -7.95 -3.84
H: 4.75 10.15 -0.19
H: -4.80 -2.19 4.55
H: -6.61 -1.58 -1.53
S: 4.51 -1.53 6.53
H: -0.21 -5.78 -1.74
N: -1.89 1.03 -1.72
H: 3.89 8.07 0.85
C: 1.23 1.31 6.43
O: -3.24 -4.57 -3.66
S: 4.43 4.40 -2.57
H: -4.89 -1.26 2.72
O: 4.47 0.68 -3.29
H: -1.34 -2.87 -0.82
H: 2.27 1.53 6.22
H: -6.28 0.55 -0.45
H: -7.38 -0.63 1.18
H: 6.32 0.56 -1.62
H: 1.06 1.39 7.51
O: 1.51 0.44 -4.74
Al: -0.70 -2.97 1.09
H: -7.19 -0.57 5.56
O: 5.26 4.48 -3.74
H: -5.21 -1.07 -3.41
H: -6.17 0.86 4.09
H: 0.81 2.06 2.38
H: 5.66 -1.05 -1.45
H: 0.33 -1.34 -2.78
N: 3.69 9.00 1.19
C: -4.89 -0.66 -2.46
H: -2.04 -8.05 -2.79
O: -1.20 -5.52 -3.53
C: -2.31 -2.39 -0.63
H: -4.65 0.06 0.16
H: -5.74 -2.51 5.98
C: -6.32 -0.89 1.16
H: 1.17 -7.64 -2.41
C: -5.66 -0.27 -0.10
C: 5.57 -0.19 -3.44
H: -5.08 0.42 -2.47
O: 0.49 -0.33 4.75
C: 3.40 9.04 2.52
H: 3.02 9.92 -0.56
C: 0.56 -7.17 -3.18
O: 5.24 3.64 -1.43
H: -4.99 0.40 2.21
H: 4.01 0.26 -5.30
H: -2.54 -1.44 -5.04
O: 4.13 5.81 -2.05
H: -5.07 -2.17 -0.88
H: 5.25 -1.17 -3.84
O: 3.17 3.78 -2.79
C: 0.04 0.70 3.87
H: 7.26 -0.81 -2.25
C: 6.25 -0.41 -2.10
C: -2.50 -5.37 -3.18
H: 1.18 -6.51 -3.77
H: -1.69 -7.59 -1.10
H: 4.44 1.95 -4.87
C: -6.72 -1.10 4.73
O: -0.74 -10.01 -3.91
H: -6.22 -1.97 1.02
H: 2.21 10.83 2.65
C: 3.09 10.39 3.13
C: -5.44 -1.71 5.29
O: 3.39 8.01 3.18
C: -5.60 -0.48 2.46
In: -2.68 -0.86 -2.29
O: 0.38 0.82 -1.01
Br: 6.48 4.99 -0.95
H: 3.52 11.05 0.72
C: -5.60 -1.28 -1.25

As for the total charge: +1. The value obtained for the gap between HOMO and LUMO is 1.27 eV.

Mulliken population analysis, charges in e, atoms 1 to 99: C -0.803; O -0.300; C -0.779; H 0.300; H 0.378; O -0.361; H 0.359; C 0.169; C -0.163; H 0.177; C -0.403; C -0.448; H 0.354; C 0.754; H 0.317; H 0.586; C -0.955; O -0.352; H 0.284; H 0.306; C -0.810; O -0.313; H 0.358; C 0.817; O -0.566; Al 0.214; H 0.371; H 0.285; H 0.209; H 0.186; C -0.468; H 0.304; H 0.277; H 0.271; H 0.278; Be 0.460; O -0.399; H 0.245; C 0.679; H 0.167; O -0.289; H 0.271; H 0.266; H 0.292; H 0.458; S 1.272; H 0.032; N -0.683; H 0.130; C -1.120; O -0.545; S 1.477; H 0.059; O -0.232; H 0.121; H 0.294; H 0.261; H 0.435; H 0.215; H 0.342; O -0.404; Al 0.489; H 0.335; O -0.668; H 0.413; H 0.382; H 0.372; H 0.304; H 0.096; N -0.087; C -1.390; H -0.275; O -0.399; C -1.181; H 0.216; H 0.363; C -0.833; H 0.412; C -0.359; C -0.228; H 0.486; O -0.305; C 0.792; H 0.217; C -1.417; O -0.274; H 0.362; H 0.510; H 0.411; O -0.225; H 0.138; H 0.285; O -0.550; C -0.272; H 0.378; C -1.217; C 0.623; H 0.366; H 0.514



No. 2
A molecular structure, C28H57BeF3N3O8S6 in a non-equilibrium geometry, computed with wB97M-V/def2-TZVPD.

Geometry (Å):
S: -4.12 2.27 -0.90
C: 4.98 -0.93 1.64
H: -2.78 2.82 1.08
H: -1.88 3.25 -2.76
H: -3.46 -3.04 1.68
H: 2.78 -2.62 0.02
C: -1.54 2.97 -6.04
H: -5.81 -2.22 -1.67
S: 4.56 -2.69 -1.61
H: 0.28 -0.94 5.44
H: 0.49 2.59 -3.55
H: 0.47 -1.40 2.66
C: -0.31 2.68 -5.50
H: -0.55 -0.69 -2.29
H: 5.38 -3.83 -3.57
H: -3.03 4.24 0.10
C: 5.07 -0.77 3.91
N: -4.96 -2.61 0.26
C: -3.83 -3.50 6.75
H: 5.18 -0.87 0.58
C: -1.62 3.01 -3.77
H: 5.34 -0.82 4.95
O: -5.50 -2.19 5.21
O: 3.10 2.71 -3.97
H: -0.36 0.37 -3.79
H: -1.68 -0.72 -3.67
H: 3.83 4.76 -5.93
H: -1.17 -1.00 2.42
C: 1.22 1.12 -0.25
S: -0.20 1.00 6.95
H: -3.48 -2.87 7.57
H: 0.27 -4.20 -3.76
N: -0.31 2.75 -4.14
H: -0.94 2.60 5.19
H: -3.33 -2.33 -2.57
H: -3.66 0.15 -2.05
C: 3.27 -3.40 -0.56
C: -0.27 -3.30 -3.47
H: 2.59 -3.91 -1.23
H: -1.96 -2.17 5.06
H: 6.84 -1.34 2.70
C: -3.59 -2.49 -1.53
C: -2.80 -2.90 -0.45
S: 3.40 4.19 -3.72
H: 0.07 0.27 2.42
H: -0.17 -3.08 -2.41
H: -3.43 3.44 -4.97
H: 2.12 4.64 -5.77
H: 0.67 -1.32 7.06
H: 0.59 2.50 -6.08
C: -0.17 -0.73 2.08
F: 2.52 2.96 0.85
C: 5.81 -1.02 2.72
C: 4.40 -3.73 -3.09
H: 1.15 4.54 -2.93
C: -0.22 -0.71 0.53
H: 3.75 -3.23 -3.81
H: 2.34 4.51 -1.63
O: 1.35 1.11 -1.61
F: 0.55 2.52 1.62
S: 0.35 -1.78 -4.25
C: -2.90 -1.64 4.95
H: 3.81 -3.95 0.21
O: 1.71 -1.65 -3.62
C: -4.92 -2.31 -1.06
H: 4.12 -4.73 -2.76
H: -2.29 1.23 -1.91
H: -5.82 -2.68 0.77
H: 0.46 -1.50 0.19
N: 3.76 -0.50 2.06
H: -2.77 0.19 -0.53
H: 2.17 5.95 -2.51
H: 2.85 -0.37 3.96
H: -1.45 0.90 4.96
H: 2.05 0.54 0.15
F: 0.77 3.58 -0.21
H: -1.84 3.02 -0.32
O: -4.22 3.17 -2.11
O: -0.06 0.61 0.04
C: -2.38 3.18 -4.93
O: 4.02 -1.31 -2.00
C: 1.29 2.56 0.49
C: -3.12 0.80 -1.36
H: -1.71 2.97 -7.10
H: 1.74 -0.29 6.10
Be: 3.07 0.45 -3.36
H: 2.94 6.14 -5.12
C: 3.77 -0.53 3.43
H: -3.02 -0.86 5.70
H: 2.90 -0.27 1.60
C: -3.68 -2.90 0.63
C: 3.01 5.07 -5.29
C: -0.64 -0.60 -3.37
C: -0.63 1.56 5.26
H: -1.76 -3.18 -0.43
H: 0.20 1.26 4.61
H: -2.77 -1.18 3.97
C: 0.69 -0.49 6.35
C: -2.86 3.17 0.04
S: -4.20 -2.94 5.07
H: -1.32 -3.36 -3.76
C: 2.15 4.87 -2.64
H: -3.12 -4.33 6.80
H: -1.25 -0.94 0.28
H: -4.80 -3.88 7.07
O: -1.50 0.56 7.56

As for the total charge: +1. The value obtained for the gap between HOMO and LUMO is 4.21 eV.

Mulliken population analysis, charges in e, atoms 1 to 99: S 0.341; C -0.711; H 0.382; H 0.714; H 0.485; H -0.197; C -0.812; H 0.434; S 0.489; H -0.030; H 0.077; H 0.410; C -0.578; H -0.422; H 0.385; H 0.441; C -0.551; N 0.093; C -1.036; H 0.549; C -0.790; H 0.435; O -0.654; O -0.508; H -0.605; H 0.443; H 0.364; H -0.243; C 0.793; S 0.413; H 0.322; H 0.432; N 0.413; H 0.437; H 0.496; H 0.396; C -0.447; C -0.549; H 0.343; H 0.346; H 0.409; C -0.192; C 0.184; S 0.335; H 0.057; H -0.144; H 0.561; H 0.235; H 0.440; H 0.512; C -0.547; F -0.326; C -0.659; C -0.901; H 0.099; C 1.831; H 0.175; H 0.117; O -0.139; F -0.212; S 0.238; C -1.012; H 0.462; O -0.456; C -0.940; H 0.405; H -0.610; H 0.210; H -0.127; N 0.179; H -0.203; H 0.520; H 0.208; H 0.088; H -1.199; F -0.264; H -0.309; O -0.601; O 0.797; C -0.702; O -0.555; C 0.749; C 0.362; H 0.446; H 0.367; Be 1.256; H 0.392; C -0.364; H 0.436; H 0.328; C -1.213; C -0.882; C 0.801; C -0.368; H 0.549; H -0.038; H 0.272; C -0.681; C -0.438



No. 3
A molecular structure, C28H58AsGe2OOsSSi2 in a non-equilibrium geometry, computed with wB97M-V/def2-TZVPD.

Geometry (Å):
H: -1.69 2.06 5.53
C: 5.16 -0.86 -0.81
H: -3.16 -3.70 0.58
H: 1.55 -1.79 -1.05
H: 1.50 4.63 -2.79
C: -1.65 1.79 -4.75
H: 1.67 -1.21 4.14
H: -3.28 2.80 5.39
S: -0.88 2.05 2.59
H: -2.58 0.01 4.30
H: 4.96 2.21 0.70
C: -3.62 -4.11 -3.92
H: 0.43 3.91 -1.60
H: -1.07 0.89 -4.93
H: 5.43 -0.08 -1.52
H: 1.21 0.67 -3.29
H: 5.87 -1.68 -0.95
H: -4.25 -4.13 -4.79
C: -2.39 -5.29 -2.21
H: -1.29 -4.06 -0.84
H: 5.89 -2.19 2.36
H: -3.96 3.00 -2.47
C: -1.75 -1.63 -1.83
H: -1.49 2.46 -5.59
C: 5.04 -1.51 2.36
C: 1.30 -3.83 -0.41
C: -4.22 2.24 -1.74
H: -3.51 -1.99 -3.88
H: 2.48 0.16 3.37
H: -1.81 -4.28 1.58
H: -2.80 2.91 -0.26
C: 0.70 0.68 4.48
H: 2.94 0.55 -3.58
C: -3.06 1.99 -0.79
H: -3.60 -6.25 -3.70
O: -1.24 0.60 2.37
C: -3.23 0.75 4.78
C: 1.51 -0.27 3.61
H: 4.17 -1.22 -1.08
C: 5.42 1.55 1.43
C: 2.12 1.25 -3.45
C: -2.00 -2.12 1.50
C: -1.80 -0.47 -2.53
H: 2.01 1.80 -4.38
H: 1.22 0.83 5.42
H: 4.98 1.76 2.40
H: 4.49 3.66 -1.12
C: -3.23 -5.31 -3.31
H: 0.85 -4.16 -1.34
Ge: -1.40 1.32 -1.82
H: 1.92 4.72 -1.10
H: -4.51 1.34 -2.26
H: -2.70 1.56 -4.71
H: 6.48 1.80 1.51
H: -3.48 0.39 5.77
H: 1.66 -2.02 0.69
C: -2.58 -3.52 1.48
H: 1.39 2.34 3.27
Os: -0.51 0.91 0.39
Si: 2.47 2.46 -2.01
C: -3.18 -2.91 -3.41
H: 5.02 -1.04 3.34
H: -3.36 1.23 -0.05
C: -2.25 2.77 3.56
H: 4.61 3.42 -2.84
H: -0.14 2.77 -3.60
C: 1.47 4.08 -1.86
C: 4.32 2.93 -1.91
H: -1.97 3.81 3.68
C: -1.94 -4.08 -1.71
C: 1.12 -2.34 -0.21
H: -1.42 -1.97 2.41
H: -3.12 2.71 2.90
H: -0.27 0.22 4.70
H: -4.15 0.81 4.21
H: -1.77 3.38 -3.31
H: 0.24 2.80 4.55
H: -5.08 2.60 -1.17
H: -3.25 -3.63 2.33
C: -1.18 2.49 -3.48
As: 1.72 1.16 0.04
C: -2.57 2.12 4.90
H: 0.87 -4.41 0.41
H: -2.10 -6.22 -1.75
H: -2.03 -0.50 -3.59
C: -2.30 -2.87 -2.31
C: 0.49 2.03 3.82
Si: 5.19 -0.26 0.97
Ge: -0.78 -1.54 -0.02
H: 2.36 -4.07 -0.46
H: 4.15 -2.13 2.26
H: 1.00 -0.50 2.67
H: 5.00 2.10 -1.77
H: -2.81 -1.39 1.50

As for the total charge: +3. The value obtained for the gap between HOMO and LUMO (spin up / spin down) is 3.96 / 3.84 eV.

Just the Mulliken charges please, in e? Sure, here they are: H 0.248; C -0.785; H 0.364; H 0.064; H 0.426; C -1.581; H 0.477; H 0.424; S 0.508; H 0.097; H 0.042; C -0.798; H 0.152; H 0.372; H 0.340; H 0.107; H 0.459; H 0.437; C -1.368; H 0.597; H 0.446; H 0.348; C -0.134; H 0.461; C -0.968; C -1.371; C -1.373; H 0.422; H 0.152; H 0.302; H 0.336; C -0.429; H 0.447; C -0.755; H 0.442; O -0.768; C -1.013; C -0.581; H 0.250; C -0.665; C -0.795; C -0.125; C -0.442; H 0.414; H 0.562; H 0.363; H 0.333; C -0.497; H 0.352; Ge 0.886; H 0.404; H 0.312; H 0.364; H 0.445; H 0.374; H 0.023; C -1.346; H 0.561; Os -0.068; Si 0.568; C -0.674; H 0.385; H 0.491; C -0.923; H 0.394; H 0.103; C -0.920; C -1.110; H 0.516; C 0.078; C 0.176; H 0.160; H 0.453; H 0.127; H 0.392; H 0.580; H 0.508; H 0.393; H 0.431; C -0.065; As 0.104; C -0.341; H 0.355; H 0.438; H 0.323; C 0.586; C -1.121; Si 0.366; Ge 0.671; H 0.411; H 0.341; H -0.056; H 0.260; H 0.351